1.
19
Properties=species:S:1:pos:R:3:mulliken_charge:R:1 method="wB97M-V/def2-TZVPD" homo_lumo_gap_ha=0.35038 smiles="C=C(C)c1c(Br)cnn1C" total_charge=0 spin_multiplicity=1 homo_ha=-0.3216 de_lowest_kj_mol=132.2
Br 3.88 -0.45 -0.28 -0.157
N 0.37 1.62 0.16 0.944
N 1.20 2.61 0.14 -1.138
C 0.75 -1.81 -1.06 -1.095
C 0.29 -0.97 -0.15 0.724
C 2.43 2.14 0.08 -0.122
C -1.04 1.85 0.33 -0.843
C 2.40 0.74 -0.04 -0.105
C -0.76 -1.18 0.83 -1.455
C 1.01 0.43 0.01 0.224
H -1.28 1.50 1.37 0.266
H -0.91 -2.32 1.11 0.329
H -1.43 1.16 -0.33 0.376
H 1.57 -1.72 -1.73 0.385
H 3.28 2.78 -0.29 0.340
H -0.59 -0.67 1.70 0.428
H -1.69 -0.85 0.49 0.360
H -1.37 2.88 0.15 0.269
H 0.40 -2.81 -0.95 0.269


2.
22
Properties=species:S:1:pos:R:3:mulliken_charge:R:1 method="wB97M-V/def2-TZVPD" homo_lumo_gap_ha="0.24124 / 0.23230" total_charge=+1 spin_multiplicity=1 homo_ha="-0.4242 / -0.4212" de_lowest_kj_mol=304.2
Cl -0.74 -2.38 -2.97 -0.094
Cl -0.72 2.73 -1.96 -0.101
S -2.39 1.06 1.36 -0.083
O 1.51 1.59 0.94 -0.343
N -0.57 0.13 -2.05 0.006
N -0.88 -1.49 -0.40 -0.082
C 0.21 1.82 0.82 -0.721
C -0.28 -0.70 0.67 -0.573
C 1.95 0.33 1.36 -0.581
C 1.30 -0.81 0.55 -0.730
C -0.71 0.78 0.73 0.528
C -1.08 1.14 -1.36 -0.085
C -0.71 -1.17 -1.68 0.361
H -0.56 -1.22 1.67 0.465
H 3.01 0.29 1.21 0.413
H -0.70 -2.43 -0.29 0.280
H 1.60 0.12 2.38 0.364
H -0.07 2.80 0.96 0.688
H 1.53 -0.80 -0.50 0.424
H 1.54 -1.89 0.83 0.385
H -0.45 0.16 -3.08 0.306
H -2.80 -0.05 0.80 0.171


3.
22
Properties=species:S:1:pos:R:3:mulliken_charge:R:1 method="wB97M-V/def2-TZVPD" homo_lumo_gap_ha=0.34088 smiles=CCCCSc1nc(Cl)nc(Cl)n1 total_charge=0 spin_multiplicity=1 homo_ha=-0.3398 de_lowest_kj_mol=141.3
Cl -2.99 -2.12 -2.15 -0.117
Cl -2.76 2.80 -4.31 -0.138
S 0.30 1.51 -0.26 -0.176
N -1.51 -0.27 -1.25 -0.338
N -2.67 0.28 -3.22 -0.496
N -1.43 1.80 -2.19 -0.501
C -2.28 1.55 -3.12 0.478
C -2.35 -0.64 -2.25 0.447
C -0.93 0.91 -1.37 0.648
C 1.54 -1.80 0.95 -1.195
C 1.28 0.43 2.14 -0.891
C 2.16 -0.56 1.55 -0.213
C -0.04 0.63 1.34 -0.471
H 2.91 -0.85 2.31 0.348
H 1.88 1.40 2.25 0.256
H -0.61 -0.36 1.19 0.372
H 1.05 -1.65 -0.01 0.253
H 0.91 -2.21 1.72 0.312
H 0.92 0.27 3.09 0.442
H 2.41 -2.41 0.87 0.419
H -0.51 1.35 2.06 0.318
H 2.70 -0.08 0.66 0.241


4.
20
Properties=species:S:1:pos:R:3:mulliken_charge:R:1 method="wB97M-V/def2-TZVPD" homo_lumo_gap_ha="0.26210 / 0.26208" total_charge=0 spin_multiplicity=1 homo_ha="-0.2580 / -0.2579"
Cl -1.57 1.48 1.04 -0.178
F 1.45 1.89 -2.72 -0.184
O 2.65 -0.10 0.27 -0.305
N 0.34 -0.28 0.55 -0.076
C -3.03 -1.22 1.49 -0.826
C -0.73 1.05 -2.80 -0.528
C 1.42 -0.12 0.00 0.319
C -0.90 -0.12 0.84 0.261
C -1.78 -1.30 0.99 -0.182
C 0.70 0.73 -2.63 0.064
C 3.23 -0.16 1.56 -0.665
H -1.32 0.73 -1.95 0.105
H -0.81 2.08 -3.12 0.283
H -3.57 -2.10 1.78 0.251
H 2.55 0.39 2.34 0.275
H 3.44 -1.13 1.91 0.311
H -1.37 -2.22 0.76 0.374
H 4.27 0.34 1.62 0.241
H -3.71 -0.37 1.74 0.209
H -1.26 0.42 -3.67 0.251


5.
23
Properties=species:S:1:pos:R:3:mulliken_charge:R:1 method="wB97M-V/def2-TZVPD" homo_lumo_gap_ha="0.38780 / 0.23233" total_charge=+3 spin_multiplicity=5 homo_ha="-0.8779 / -0.8673" de_lowest_kj_mol=0.0 s2=6.023
Co -0.21 -0.14 -2.58 0.572
P 0.27 0.26 1.18 0.823
O 0.68 0.97 -0.10 -0.439
O -0.25 -0.04 -5.44 0.034
O 2.44 -0.95 -1.69 -0.021
O -0.66 2.92 -1.49 -0.048
O -2.34 -1.84 -1.64 0.003
C -0.23 -0.11 -4.28 0.292
C 0.70 -1.49 1.20 -1.064
C -1.51 0.32 1.45 -0.890
C -1.47 -1.19 -2.06 0.280
C -0.44 1.83 -1.74 0.508
C 1.37 -0.67 -2.05 0.418
C 1.10 1.04 2.57 -0.975
H 2.18 0.95 2.44 0.408
H 0.50 -1.89 2.20 0.435
H 0.09 -2.04 0.47 0.318
H 1.76 -1.62 0.96 0.403
H -2.02 -0.30 0.70 0.281
H 0.83 2.10 2.59 0.404
H 0.79 0.57 3.51 0.420
H -1.84 1.36 1.34 0.419
H -1.73 -0.05 2.45 0.418


6.
17
Properties=species:S:1:pos:R:3:mulliken_charge:R:1 method="wB97M-V/def2-TZVPD" homo_lumo_gap_ha=0.39195 smiles=C#C[C@H](C)C1(F)CC1 total_charge=0 spin_multiplicity=1 homo_ha=-0.3574 de_lowest_kj_mol=603.6
F -0.96 -0.52 -2.07 -0.346
C -0.54 1.41 -1.08 -0.685
C 0.10 -0.86 0.09 0.659
C 0.88 1.13 -1.49 -0.411
C -0.21 0.02 -1.10 0.627
C 0.97 -0.11 1.19 -1.399
C -2.07 -1.69 1.70 -0.048
C -1.13 -1.47 0.93 -0.709
H 2.20 -0.30 0.96 0.292
H 0.97 -1.67 -0.12 0.207
H 1.41 1.28 -2.50 0.297
H 1.68 1.17 -0.47 0.144
H 0.55 1.03 1.15 0.236
H -1.23 1.78 -1.95 0.282
H -0.57 1.93 -0.02 0.155
H 0.59 -0.64 2.19 0.415
H -2.63 -2.50 2.58 0.284


7.
73
Properties=species:S:1:pos:R:3:mulliken_charge:R:1 method="wB97M-V/def2-TZVPD" homo_lumo_gap_ha="0.18376 / 0.18370" total_charge=+1 spin_multiplicity=6 homo_ha="-0.4626 / -0.4626" s2=8.762
Hf -9.02 -10.61 20.37 1.897
Fe -12.14 -14.26 23.10 0.014
S -11.01 -10.96 23.43 1.365
S -11.04 -17.37 22.99 0.870
S -15.18 -13.11 23.74 0.634
S -8.74 -13.80 22.27 1.144
S -12.80 -17.09 21.55 0.758
S -11.74 -13.14 19.89 0.969
S -10.53 -7.97 19.54 1.216
S -14.88 -15.00 24.91 0.909
F -14.37 -12.44 22.55 -0.129
F -13.05 -10.07 25.14 -0.170
F -11.58 -7.43 21.86 -0.163
F -11.66 -8.52 24.47 -0.161
F -13.88 -15.87 21.36 -0.235
F -11.24 -5.74 20.48 -0.132
F -10.22 -16.58 24.12 -0.299
F -14.37 -13.27 18.86 -0.108
F -13.07 -11.90 17.66 -0.181
F -13.76 -11.22 19.54 -0.162
F -13.62 -15.92 25.33 -0.289
F -7.97 -13.39 24.88 -0.130
F -13.15 -9.22 23.10 -0.182
F -6.37 -13.37 23.32 -0.168
F -12.91 -7.18 20.09 -0.138
F -7.15 -15.25 23.90 -0.139
O -16.33 -13.54 22.96 -0.528
O -15.37 -12.08 24.73 -0.501
O -10.03 -17.59 22.01 -0.497
O -6.92 -13.26 17.77 -0.498
O -11.29 -14.17 19.02 -0.641
O -12.64 -9.60 15.89 -0.524
O -10.02 -11.17 24.49 -0.562
O -8.34 -14.80 21.27 -0.646
O -10.18 -14.12 22.74 -0.701
O -12.30 -13.62 21.17 0.219
O -18.88 -14.33 17.63 -0.480
O -10.37 -10.34 22.24 -0.750
O -8.54 -12.95 19.07 -0.511
O -11.81 -12.18 23.12 -0.030
O -10.94 -9.38 19.46 -0.934
O -13.59 -18.25 22.05 -0.484
O -12.17 -17.00 20.22 -0.482
O -10.79 -12.02 20.08 1.152
O -11.61 -18.44 23.80 -0.558
O -9.26 -8.26 20.21 -0.840
O -15.19 -14.46 26.20 -0.519
O -8.67 -12.37 21.82 -0.701
O -10.31 -7.44 18.23 -0.493
O -14.54 -8.92 16.65 -0.518
O -15.75 -16.02 24.38 -0.480
O -16.89 -14.72 18.58 -0.430
N -17.66 -14.67 17.59 0.780
N -13.90 -14.05 23.72 0.756
N -13.86 -9.58 15.88 0.920
N -12.01 -16.12 22.75 0.563
N -7.88 -13.68 18.34 0.624
C -11.69 -6.95 20.62 0.658
C -13.32 -12.32 18.93 0.285
C -12.29 -9.59 24.08 0.474
C -14.65 -10.49 15.03 -0.704
C -8.36 -15.06 17.97 -0.726
C -7.47 -13.97 23.75 0.442
C -17.15 -15.00 16.22 -0.666
H -15.41 -10.00 14.43 0.279
H -16.21 -14.45 16.23 0.194
H -17.69 -14.48 15.43 0.308
H -14.98 -11.22 15.77 0.254
H -17.03 -16.08 16.13 0.294
H -7.99 -15.80 18.68 0.285
H -7.88 -15.19 17.01 0.366
H -13.95 -11.03 14.39 0.297
H -9.44 -15.18 17.84 0.260


8.
23
Properties=species:S:1:pos:R:3:mulliken_charge:R:1 method="wB97M-V/def2-TZVPD" homo_lumo_gap_ha="0.23944 / 0.26238" total_charge=0 spin_multiplicity=1 homo_ha="-0.2590 / -0.2728" de_lowest_kj_mol=305.8
P -4.20 -0.88 0.58 -0.115
F -2.76 -0.09 -1.53 -0.286
F -2.29 1.25 1.70 -0.279
F -0.93 1.36 0.05 -0.256
F -2.81 2.22 -0.17 -0.269
O -1.44 -2.66 0.89 -0.401
O 2.15 -0.43 -0.93 -0.344
C 3.09 1.64 0.09 -1.056
C -0.91 -1.83 0.23 0.694
C 0.10 -1.40 -0.55 -0.278
C -2.22 1.17 0.36 0.851
C -2.73 -0.13 -0.17 -0.102
C 1.18 -0.75 -0.07 -0.130
C 3.32 0.21 -0.39 -0.279
H 2.66 2.13 -0.81 0.287
H 1.52 -0.81 1.00 0.367
H 4.05 2.02 0.31 0.408
H -0.15 -1.04 -1.62 0.209
H 3.64 -0.42 0.44 0.356
H -3.52 -1.70 1.44 0.008
H -4.40 -1.94 -0.54 0.065
H 4.18 0.26 -1.30 0.236
H 2.48 1.83 0.98 0.312


9.
23
Properties=species:S:1:pos:R:3:mulliken_charge:R:1 method="wB97M-V/def2-TZVPD" homo_lumo_gap_ha="0.22941 / 0.24296" total_charge=+2 spin_multiplicity=1 homo_ha="-0.4793 / -0.4923" de_lowest_kj_mol=448.8
I -3.18 4.30 -11.15 0.352
I -5.10 -1.02 -9.57 0.308
I -0.05 3.32 -9.65 0.211
O 2.06 -0.87 12.35 -0.110
O 0.74 0.78 11.44 -0.130
N -3.82 1.48 -10.45 -0.016
N -1.77 1.06 -8.85 -0.378
C -3.61 0.21 -10.23 -0.241
C 1.44 0.10 12.04 0.646
C -0.69 0.40 -8.17 -0.808
C -2.89 2.45 -10.32 -0.182
C 3.59 -2.77 12.03 -1.016
C -1.74 2.08 -9.57 0.504
C 3.28 -1.67 12.97 0.023
H 4.06 -0.81 12.94 0.302
H 0.24 0.89 -8.06 0.325
H 2.76 -3.56 12.06 0.317
H -0.65 -0.44 -8.89 0.357
H 2.87 -2.06 13.99 0.275
H 3.64 -2.41 10.97 0.325
H -4.73 1.88 -10.95 0.308
H -0.96 0.01 -7.22 0.259
H 4.50 -3.34 12.27 0.368


10.
17
Properties=species:S:1:pos:R:3:mulliken_charge:R:1 method="wB97M-V/def2-TZVPD" homo_lumo_gap_ha=0.37058 smiles="c1ccncc1.C=C" total_charge=0 spin_multiplicity=1 homo_ha=-0.3425 de_lowest_kj_mol=401.8
N -0.96 -0.60 1.50 -0.517
C 1.96 -0.83 -0.15 -0.466
C -1.08 0.66 -1.04 0.012
C -0.91 0.83 1.24 -0.124
C -1.40 -0.62 -0.90 -0.282
C -0.87 1.42 0.00 -0.450
C -1.33 -1.22 0.40 -0.121
C 2.14 0.47 0.19 -0.562
H -1.74 -1.62 -1.54 0.149
H 2.54 0.57 1.22 0.232
H 1.63 -1.24 -1.29 0.150
H 2.12 1.28 -0.51 0.321
H -1.38 -2.31 0.45 0.382
H 2.06 -1.67 0.42 0.314
H -0.40 2.46 -0.26 0.278
H -1.37 1.10 -2.00 0.350
H -1.00 1.34 2.28 0.333